Record 1
A structure of composition C25H31N3O4, computed with ωB97M-V/def2-TZVPD.

Geometry as XYZ:
```
63
Properties=species:S:1:pos:R:3:nbo_charge:R:1
O -1.620 -1.221 0.264 -0.607
C -2.173 -0.240 0.439 0.705
N -3.288 0.203 -0.253 -0.686
H -3.889 0.916 0.015 0.409
C -3.962 -0.863 -1.451 -0.163
H -3.265 -1.493 -1.520 0.209
H -4.288 -0.167 -1.991 0.193
C -5.283 -1.424 -1.026 -0.187
C -6.468 -0.480 -0.639 -0.411
H -6.635 0.088 -1.400 0.192
C -7.694 -1.137 -0.120 -0.004
O -7.458 -2.092 0.844 -0.599
C -6.296 -3.278 0.533 0.014
C -4.996 -2.292 0.320 -0.414
H -4.255 -3.128 -0.086 0.200
H -4.751 -1.830 1.267 0.234
H -6.156 -3.870 1.593 0.194
H -6.663 -3.800 -0.109 0.126
H -8.348 -0.586 0.130 0.159
H -8.007 -1.883 -0.884 0.122
H -6.176 0.123 0.207 0.191
H -5.679 -1.952 -1.614 0.167
C -1.955 0.858 1.600 -0.470
H -2.913 1.170 2.204 0.241
H -1.342 0.387 2.035 0.169
C -1.087 2.004 1.000 -0.114
N 0.131 1.550 0.407 -0.489
C 0.096 1.612 -1.040 -0.225
C -0.504 2.684 -1.585 -0.212
N -1.662 3.051 -1.053 -0.572
C -2.112 2.867 0.052 0.710
O -3.280 3.019 0.350 -0.683
H -2.304 3.685 -1.656 0.404
H 0.289 3.391 -1.562 0.186
H -0.581 2.494 -2.766 0.209
H -0.570 0.815 -1.212 0.180
H 1.090 1.208 -1.526 0.238
C 0.967 0.832 1.414 -0.149
C 2.385 1.016 0.737 -0.185
C 3.040 -0.001 0.441 -0.187
C 4.565 -0.055 0.122 0.278
C 4.920 1.361 0.173 -0.224
C 4.205 2.343 0.338 -0.291
C 2.938 2.092 0.731 -0.071
H 2.292 3.150 0.922 0.188
H 4.906 3.304 0.273 0.245
H 6.165 1.301 -0.345 0.188
O 5.272 -1.252 -0.420 -0.446
C 6.510 -1.161 -0.338 0.250
C 7.064 -1.950 -1.106 -0.238
C 8.566 -2.214 -1.003 -0.136
C 9.209 -1.708 0.107 -0.298
C 8.661 -0.941 0.981 -0.177
C 7.192 -0.837 0.992 -0.239
H 6.685 -0.251 1.738 0.216
H 9.009 -0.516 2.168 0.220
H 10.213 -2.002 0.243 0.214
H 9.006 -2.847 -1.620 0.194
H 6.704 -2.313 -1.995 0.217
H 2.871 -1.131 0.634 0.226
H 0.719 -0.305 0.926 0.213
H 0.939 1.061 2.300 0.179
H -0.950 2.635 1.819 0.196
```

Output
- LUMO level: 0.5 eV
- ΔE to the lowest compared entry with this formula, charge and spin: 644.5 kcal per mole
- Gap between HOMO and LUMO: 8.333 eV
- Energy: -39063.631 eV
- E_HOMO: -7.858 eV



Record 2
An isolated molecule of C25H31N5O, computed with ωB97M-V/def2-TZVPD.

Geometry as XYZ:
```
62
Properties=species:S:1:pos:R:3:nbo_charge:R:1
N -3.392 -3.309 2.515 -0.810
C -2.606 -2.474 1.805 0.707
O -1.548 -2.069 2.244 -0.669
C -3.135 -2.132 0.423 -0.315
C -2.657 -3.179 -0.590 -0.389
C -3.111 -2.763 -1.986 -0.400
C -2.596 -1.362 -2.308 -0.218
N -3.112 -0.426 -1.329 -0.451
C -2.932 0.971 -1.675 -0.204
C -1.483 1.447 -1.852 -0.456
C -1.390 2.971 -2.044 -0.207
N -1.704 3.807 -0.906 -0.619
C -0.799 3.721 0.233 -0.244
C -1.132 2.644 1.223 -0.172
C -2.360 2.515 1.892 -0.066
N -2.395 1.426 2.637 -0.267
N -1.215 0.842 2.474 -0.336
C -0.405 1.527 1.628 0.159
C 0.931 1.058 1.296 -0.012
C 1.193 -0.309 1.188 -0.251
C 2.452 -0.757 0.845 -0.137
C 3.493 0.139 0.611 -0.061
C 4.831 -0.342 0.239 -0.061
C 5.973 0.236 0.790 -0.157
C 7.231 -0.218 0.438 -0.209
C 7.369 -1.252 -0.473 -0.220
C 6.241 -1.832 -1.028 -0.204
C 4.982 -1.384 -0.673 -0.204
C 3.237 1.502 0.747 -0.203
C 1.978 1.956 1.084 -0.205
C -2.632 -0.752 -0.003 -0.223
H -4.284 -3.621 2.176 0.396
H -3.104 -3.583 3.441 0.404
H -4.229 -2.122 0.438 0.211
H -3.051 -4.165 -0.337 0.208
H -1.566 -3.232 -0.558 0.207
H -2.740 -3.471 -2.729 0.209
H -4.201 -2.757 -2.027 0.203
H -2.947 -1.054 -3.296 0.202
H -1.492 -1.382 -2.322 0.162
H -3.484 1.152 -2.604 0.191
H -3.412 1.552 -0.882 0.192
H -1.047 0.968 -2.731 0.202
H -0.889 1.162 -0.984 0.210
H -2.065 3.269 -2.853 0.189
H -0.369 3.221 -2.350 0.190
H -2.661 3.662 -0.603 0.350
H -0.843 4.693 0.744 0.204
H 0.210 3.585 -0.160 0.204
H -3.205 3.177 1.860 0.203
H -1.045 -0.071 2.871 0.437
H 0.405 -1.025 1.374 0.238
H 2.639 -1.819 0.777 0.207
H 5.872 1.031 1.513 0.206
H 8.108 0.235 0.878 0.211
H 8.352 -1.605 -0.749 0.213
H 6.342 -2.637 -1.742 0.213
H 4.106 -1.829 -1.121 0.214
H 4.030 2.213 0.572 0.216
H 1.808 3.014 1.210 0.214
H -3.012 -0.004 0.695 0.224
H -1.531 -0.759 0.052 0.176
```

Output
- LUMO level: 0.7 eV
- ΔE to the lowest compared entry with this formula, charge and spin: 0.0 kcal per mole
- Structure (SMILES): NC(=O)[C@@H]1CCCN(CCCNCc2cn[nH]c2-c2ccc(-c3ccccc3)cc2)C1
- Gap between HOMO and LUMO: 8.721 eV
- Energy: -35927.334 eV
- E_HOMO: -8.019 eV



Record 3
A structure of composition C25H31N5O6Pt, computed with ωB97M-V/def2-TZVPD.

Geometry as XYZ:
```
68
Properties=species:S:1:pos:R:3:nbo_charge:R:1
Pt 0.954 -0.580 -0.839 0.938
O -2.557 -2.130 -4.611 -0.677
C -3.295 -2.115 -3.489 0.364
C -4.647 -2.437 -3.615 -0.282
C -5.471 -2.443 -2.511 -0.155
C -4.972 -2.131 -1.245 -0.267
C -3.640 -1.811 -1.113 -0.142
C -2.782 -1.794 -2.219 -0.194
C -1.377 -1.429 -2.000 0.628
O -1.021 -1.091 -0.820 -0.654
N -0.550 -1.467 -3.057 -0.488
N 0.688 -1.073 -2.693 -0.161
C 1.696 -0.975 -3.484 0.000
C 2.913 -0.467 -2.856 0.169
C 4.089 -0.249 -3.550 -0.222
C 5.188 0.263 -2.876 -0.141
C 5.078 0.548 -1.528 -0.249
C 3.871 0.315 -0.886 0.102
N 2.819 -0.184 -1.527 -0.427
H -1.633 -1.897 -4.370 0.508
H -5.021 -2.678 -4.601 0.226
H -6.517 -2.696 -2.631 0.214
H -5.621 -2.143 -0.381 0.217
H -3.220 -1.572 -0.145 0.234
H 1.634 -1.237 -4.532 0.217
H 4.132 -0.476 -4.606 0.232
H 6.116 0.437 -3.402 0.229
H 5.905 0.955 -0.965 0.236
H 3.717 0.557 0.155 0.241
C -1.974 -0.418 3.347 -0.622
C -0.827 -1.153 4.027 -0.362
C 0.560 -0.704 3.537 -0.272
C 1.651 -1.520 4.266 -0.370
C 3.073 -1.181 3.835 -0.618
C 0.768 0.752 3.894 0.720
O 0.595 1.188 5.011 -0.595
N 1.192 1.567 2.876 -0.668
C 1.425 1.211 1.547 0.800
O 1.894 2.046 0.791 -0.656
N 1.054 -0.038 1.153 -0.733
C 0.674 -1.013 2.046 0.707
O 0.436 -2.141 1.662 -0.610
H -2.934 -0.777 3.718 0.218
H -1.955 -0.572 2.264 0.210
H -1.929 0.655 3.543 0.206
H -0.900 -2.224 3.839 0.225
H -0.861 -0.992 5.106 0.221
H 1.441 -2.572 4.068 0.225
H 1.527 -1.342 5.336 0.221
H 3.218 -1.368 2.768 0.205
H 3.793 -1.794 4.377 0.220
H 3.317 -0.135 4.036 0.204
H 1.406 2.527 3.106 0.426
C -1.951 2.635 1.173 -0.642
C -2.031 2.057 -0.229 -0.056
O -0.773 2.020 -0.877 -0.559
C -0.219 3.287 -1.188 -0.063
C 0.682 3.122 -2.393 -0.619
H -2.931 2.615 1.654 0.214
H -1.604 3.669 1.154 0.206
H -1.258 2.054 1.782 0.208
H -2.745 2.630 -0.836 0.158
H -2.372 1.021 -0.199 0.195
H 0.365 3.655 -0.336 0.184
H -1.021 4.007 -1.391 0.158
H 1.440 2.368 -2.175 0.210
H 1.186 4.060 -2.630 0.207
H 0.111 2.798 -3.264 0.204
```

Output
- LUMO level: -1.3 eV
- ΔE to the lowest compared entry with this formula, charge and spin: 0.0 kcal per mole
- Gap between HOMO and LUMO: 7.202 eV
- Energy: -49412.975 eV
- E_HOMO: -8.481 eV



Record 4
A structure of composition C25H32AsF5N6OS6ScTe, computed with ωB97M-V/def2-TZVPD.

Geometry as XYZ:
```
78
Properties=species:S:1:pos:R:3:mulliken_charge:R:1
Sc 0.076 -0.110 -0.147 -0.339
C 0.177 -0.306 4.475 -1.308
C 0.433 -0.365 3.104 -0.249
N -0.502 -0.285 2.169 1.129
C -1.786 -0.134 2.577 -0.356
C -2.140 -0.042 3.939 1.202
C -1.117 -0.141 4.895 -0.944
C -3.508 0.148 4.307 -0.904
C -4.472 0.263 3.370 -0.922
C -4.151 0.183 1.979 1.348
C -5.117 0.336 0.971 -0.960
C -4.730 0.271 -0.341 -1.521
C -3.389 -0.006 -0.632 -0.438
N -2.463 -0.173 0.288 1.277
C -2.820 -0.043 1.580 -0.738
H 0.996 -0.385 5.175 0.536
H 1.446 -0.495 2.746 0.366
H -1.362 -0.097 5.948 0.452
H -3.753 0.197 5.360 0.453
H -5.507 0.409 3.652 0.441
H -6.153 0.503 1.240 0.441
H -5.433 0.415 -1.148 0.497
H -3.078 -0.114 -1.663 0.866
C 3.706 4.153 2.887 -1.193
C 3.951 2.814 2.307 0.964
N 5.067 2.170 2.363 -0.838
N 4.831 0.976 1.761 0.287
C 3.565 0.851 1.343 0.017
S 2.819 -0.487 0.664 -0.417
N 2.995 2.035 1.676 0.397
N 1.673 2.310 1.368 -0.459
H 4.605 4.471 3.407 0.355
H 2.877 4.129 3.596 0.303
H 3.475 4.878 2.106 0.212
H 5.574 0.309 1.638 0.196
H 1.593 2.551 0.383 0.163
H 1.357 3.095 1.924 0.171
C -2.248 -3.569 -1.030 -1.124
C -1.289 -3.919 0.107 -0.845
As 0.353 -2.828 0.002 0.637
C 1.472 -3.710 1.397 -0.306
C 1.018 -5.081 1.892 -1.347
C 1.184 -3.514 -1.647 -0.620
C 1.370 -5.025 -1.728 -1.229
H -3.215 -4.051 -0.884 0.447
H -1.845 -3.897 -1.989 0.300
H -2.399 -2.492 -1.085 0.069
H -1.031 -4.977 0.078 0.555
H -1.748 -3.706 1.075 0.497
H 1.521 -3.020 2.242 0.222
H 2.479 -3.770 0.978 0.526
H 0.054 -5.021 2.397 0.304
H 1.748 -5.470 2.602 0.419
H 0.931 -5.795 1.075 0.279
H 2.149 -3.007 -1.731 0.458
H 0.563 -3.151 -2.469 0.405
H 2.035 -5.381 -0.941 0.258
H 1.815 -5.293 -2.685 0.425
H 0.415 -5.546 -1.647 0.271
C -2.987 3.745 1.940 -0.948
S -3.325 3.546 0.167 0.087
C -1.870 4.187 -0.524 0.282
C -1.423 3.852 -1.769 -0.114
S -2.192 2.671 -2.751 -0.125
S 0.095 4.562 -2.286 0.036
C 0.457 5.346 -0.790 0.040
S 1.883 6.060 -0.456 -0.127
S -0.861 5.282 0.371 -0.035
H -3.832 3.295 2.457 0.351
H -2.925 4.800 2.198 0.500
H -2.071 3.215 2.195 0.176
F -0.574 1.626 -0.162 0.103
Te -0.533 0.784 -2.899 1.857
F 0.543 -0.293 -4.028 -0.416
F 0.639 2.054 -3.878 -0.472
F 1.253 0.848 -1.647 -0.746
F -1.898 0.176 -4.119 -0.443
O -0.782 -0.668 -1.830 -0.094
```

Output
- LUMO level: -5.1 eV
- ΔE to the lowest compared entry with this formula, charge and spin: 21.5 kcal per mole
- Charge: +1
- Gap between HOMO and LUMO: 5.556 eV
- Energy: -204863.242 eV
- E_HOMO: -10.677 eV